Entry 1:
The following is a quantum chemistry calculation of a single C3H2N2O2 molecule, from OMol25.

```
9
C3H2N2O2, DFT the ωB97M-V functional and the def2-TZVPD basis
H -1.36636 -2.04760 -0.21131
N -1.70063 -1.07963 -0.19877
C -0.76943 -0.27576 0.03090
C -1.04718 1.14770 0.17889
N -1.27495 2.26208 0.38854
O 0.50927 -0.64859 0.36917
C 1.59587 0.05173 -0.08807
O 1.66396 0.62704 -1.12773
H 2.38946 -0.03697 0.65838
```

Results
* gap between HOMO and LUMO: 11.582 eV
* calculated total energy: -375.4748 Eh
* structure (SMILES): [H]/N=C(/C#N)OC=O


Entry 2:
The following is a quantum chemistry calculation of 2 unconnected molecules or ions with the total composition C5H8N3O2, from OMol25.

```
18
C5H8N3O2, DFT the ωB97M-V functional and the def2-TZVPD basis
C 2.59816 0.33926 0.25691
C 1.84506 -0.35792 1.21447
C 1.83271 1.08679 -0.67367
C -1.50442 0.36173 0.35936
C -0.04402 0.36595 0.25047
N 0.51885 1.22333 -0.59466
N -2.21476 -0.37977 1.18914
N 0.52159 -0.40542 1.16378
O -2.07456 1.21553 -0.48253
O -1.17987 -1.64080 -1.36650
H 3.72332 0.31030 0.18064
H 2.44236 -0.73218 1.96270
H 2.24811 1.66402 -1.36607
H -1.86496 -1.19415 -1.97373
H -3.20040 -0.55443 1.09676
H -1.49219 -0.87385 1.71646
H -1.45143 1.81013 -0.91659
H -0.70353 -2.23852 -2.01693
```

Results
* gap between HOMO and LUMO: 9.705 eV
* calculated total energy: -509.8278 Eh
* net charge: +1


Entry 3:
The following is a quantum chemistry calculation of a single C2H3NO3 molecule, from OMol25.

```
9
C2H3NO3, DFT the ωB97M-V functional and the def2-TZVPD basis
O 2.38667 -0.24878 0.10090
C 1.24847 0.13787 0.02256
O 0.83060 1.39184 -0.10646
C 0.20444 -0.92807 -0.01909
N -1.05897 -0.77891 -0.08625
O -1.55642 0.55032 0.12920
H -0.14527 1.35221 -0.01349
H 0.59497 -1.91504 -0.11816
H -2.50448 0.43858 0.09080
```

Results
* gap between HOMO and LUMO: 10.674 eV
* calculated total energy: -358.4309 Eh
* structure (SMILES): O=C(O)/C=N\O


Entry 4:
The following is a quantum chemistry calculation of a molecular structure, C51H60N5O8P3PbS3, from OMol25.

```
131
C51H60N5O8P3PbS3, DFT the ωB97M-V functional and the def2-TZVPD basis
Pb -1.16035 1.08455 -0.85059
N -2.79084 1.01994 1.22158
N -2.95127 -0.28443 1.70375
C -2.36164 -1.36011 1.00656
O -2.69859 -2.48145 1.36086
O -1.48624 -1.07400 0.12736
H -2.40078 1.62407 1.93821
H -3.64186 1.41318 0.81850
H -3.87417 -0.51731 2.05528
O 1.46674 -0.02123 -0.61268
P 1.87351 -1.36612 -1.10390
C 0.45031 -2.33799 -1.64666
P -0.32102 -1.65872 -3.12497
O -0.23376 -0.17171 -3.03569
C 0.50272 -2.24880 -4.60856
C 1.07248 -1.30897 -5.45626
C 1.64233 -1.71865 -6.65321
C 1.64307 -3.05989 -6.99955
C 1.07009 -4.00296 -6.15287
C 0.49109 -3.59484 -4.96357
C -1.95499 -2.41030 -3.18967
C -2.72527 -2.17715 -4.32877
C -3.98675 -2.72880 -4.44196
C -4.48517 -3.53350 -3.42425
C -3.72941 -3.76543 -2.28797
C -2.46929 -3.19581 -2.16285
C 3.07201 -1.29924 -2.44274
C 3.74631 -0.10166 -2.65448
C 4.66308 0.00211 -3.69053
C 4.90479 -1.08723 -4.51427
C 4.24679 -2.29040 -4.29568
C 3.33439 -2.39529 -3.25949
C 2.62410 -2.40437 0.17077
C 3.97158 -2.75003 0.15834
C 4.51221 -3.48638 1.20368
C 3.70856 -3.88326 2.26074
C 2.36121 -3.54608 2.27641
C 1.82089 -2.80817 1.23792
H -0.28801 -2.11703 -0.85580
H 0.65035 -3.41050 -1.67020
H 1.06456 -0.26653 -5.16559
H 2.08164 -0.98671 -7.31713
H 2.08113 -3.37586 -7.93721
H 1.06199 -5.04809 -6.42801
H 0.02583 -4.32489 -4.31258
H -2.34502 -1.53879 -5.11561
H -4.58550 -2.52838 -5.31971
H -5.47315 -3.96398 -3.51320
H -4.12188 -4.37282 -1.48418
H -1.91830 -3.35426 -1.24792
H 3.52737 0.74638 -2.01777
H 5.18669 0.93379 -3.85651
H 5.60645 -0.99907 -5.33342
H 4.43399 -3.14066 -4.93779
H 2.83355 -3.33890 -3.08618
H 4.60202 -2.44282 -0.66486
H 5.56263 -3.74652 1.19276
H 4.12946 -4.46198 3.07178
H 1.73261 -3.85548 3.10181
H 0.77054 -2.54303 1.25410
S 1.11721 2.68370 -2.46104
C 1.27434 4.24121 -1.90507
C 2.41048 5.00306 -2.33533
C 2.58493 6.30093 -1.98162
C 1.64152 6.95213 -1.14143
C 0.55802 6.28179 -0.67519
C 0.31014 4.91001 -1.01563
S -1.03304 4.18630 -0.36153
H 3.12152 4.50368 -2.97686
H 3.44522 6.84665 -2.34262
H 1.79190 7.98782 -0.87002
H -0.15837 6.76801 -0.03149
O 0.21550 1.68552 1.37416
P 0.63855 1.59584 2.79886
N -0.03564 2.83795 3.66888
C 0.34709 3.07304 5.07366
C 0.44395 4.59317 5.20270
C -0.52158 5.08710 4.13189
C -0.25288 4.12227 2.98709
N 0.27904 0.26600 3.69113
C -0.86067 0.10399 4.61696
C -1.11931 -1.40654 4.65273
C 0.20026 -2.01777 4.19652
C 0.64457 -1.04221 3.12036
N 2.29380 1.65395 2.79474
C 3.21010 1.06786 3.76541
C 4.49906 1.83143 3.50471
C 4.51331 1.92438 1.97851
C 3.03163 2.02462 1.57353
H 1.28901 2.58325 5.31959
H -0.42019 2.67676 5.74311
H 1.45621 4.92984 4.97133
H 0.19300 4.93432 6.20560
H -0.35591 6.12391 3.84530
H -1.55271 4.98425 4.47536
H 0.63776 4.43831 2.43109
H -1.07884 4.05148 2.27690
H -1.73900 0.65645 4.27937
H -0.57923 0.47380 5.60541
H -1.89502 -1.67270 3.94000
H -1.42562 -1.74008 5.64383
H 0.07676 -3.02972 3.81615
H 0.92833 -2.02814 5.01186
H 0.10180 -1.21107 2.18676
H 1.70963 -1.07814 2.90629
H 3.37232 -0.00078 3.56888
H 2.83660 1.16263 4.78394
H 5.37700 1.33062 3.91095
H 4.43042 2.82701 3.94801
H 4.95488 1.01933 1.55714
H 5.09302 2.77319 1.61829
H 2.77903 1.35048 0.75677
H 2.76037 3.03610 1.26476
C -6.85841 -2.13050 2.02026
C -6.27265 -1.29549 0.91502
C -5.43590 -1.87645 -0.03208
C -4.81348 -1.10723 -1.00098
C -5.03493 0.25899 -1.04209
C -5.90070 0.85402 -0.13544
C -6.51046 0.07458 0.83714
S -4.09966 1.26143 -2.16588
O -3.01403 0.38273 -2.62271
O -4.98150 1.76033 -3.18685
O -3.52641 2.30748 -1.29143
H -7.53361 -2.89067 1.62716
H -7.41613 -1.51919 2.72793
H -6.06520 -2.64701 2.56138
H -5.22539 -2.93672 0.02071
H -4.11868 -1.54834 -1.69800
H -6.08254 1.91809 -0.18448
H -7.17646 0.53951 1.55415
```

Results
* gap between HOMO and LUMO: 5.547 eV
* calculated total energy: -5266.8253 Eh


Entry 5:
The following is a quantum chemistry calculation of 3 unconnected molecules or ions with the total composition C21H38N2O5S, from OMol25.

```
67
C21H38N2O5S, DFT the ωB97M-V functional and the def2-TZVPD basis
C -2.16948 -0.85840 1.84982
C -2.75253 -2.24727 1.94482
O -3.27982 -2.60438 2.93826
O -2.70474 -3.06326 0.86391
C -1.37976 -3.54638 0.55174
C -0.98697 -4.66151 1.49956
C 0.36126 -5.29729 1.10630
C 1.52385 -4.97393 2.05883
C 2.05316 -3.55179 1.78143
C 2.54021 -2.82868 3.05649
C 2.41028 -1.30761 2.89181
C 1.58166 -0.54205 3.97685
O 2.18682 0.74512 4.19877
C 3.05118 0.87962 3.09249
C 3.88373 2.14010 3.00743
S 3.69887 2.75823 1.31938
O 2.35773 3.21447 1.12538
O 4.05916 1.68066 0.44234
C 3.70896 -0.47158 3.00621
H -1.17781 -0.84155 1.39671
H -2.82825 -0.24620 1.24228
H -2.15740 -0.43764 2.84487
H -1.40414 -3.86769 -0.48276
H -0.70338 -2.70034 0.61131
H -0.92812 -4.28506 2.51660
H -1.78390 -5.39429 1.46692
H 0.23062 -6.37023 1.00007
H 0.64412 -4.92449 0.11973
H 1.12969 -4.98384 3.07036
H 2.31417 -5.70278 1.91971
H 2.80963 -3.54828 1.00152
H 1.20234 -2.98283 1.41706
H 1.85220 -3.13196 3.84034
H 3.56347 -3.12996 3.25678
H 2.11567 -1.09807 1.86857
H 0.65349 -0.29794 3.46006
H 1.39887 -1.10010 4.87938
H 2.36122 0.91958 2.23961
H 4.93526 1.95484 3.19419
H 3.54781 2.93938 3.66338
H 4.58675 3.77754 1.15097
H 4.17056 -0.81209 3.93578
H 4.47647 -0.62476 2.25365
C -1.10084 2.44298 -2.40271
C 0.26323 1.87906 -2.77554
C 0.25234 0.35601 -2.93551
C -0.14283 -0.29493 -1.68351
N -0.45805 -0.79099 -0.70993
H -1.44077 2.06697 -1.43597
H -1.05492 3.53049 -2.33035
H -1.84654 2.18218 -3.15522
H 0.98760 2.16214 -2.01226
H 0.59329 2.32610 -3.71521
H 1.24289 -0.00311 -3.21398
H -0.44707 0.05737 -3.71795
C -3.93838 5.94912 -5.67076
C -4.79311 4.78050 -5.19320
C -3.97676 3.69802 -4.47898
C -2.96287 3.13299 -5.37573
N -2.18546 2.70099 -6.08395
H -3.19839 5.62856 -6.40526
H -4.56104 6.70775 -6.14472
H -3.41200 6.41709 -4.83654
H -5.31267 4.34214 -6.04717
H -5.55832 5.15010 -4.50846
H -4.62774 2.89116 -4.14216
H -3.47446 4.11199 -3.60381
```

Results
* gap between HOMO and LUMO: 9.935 eV
* calculated total energy: -1706.7757 Eh
* structure (SMILES): CC(=O)OCCCCCC[C@H]1CO[C@@H](C[SH](=O)=O)C1.CCCC#N.CCCC#N


Entry 6:
The following is a quantum chemistry calculation of 12 unconnected molecules or ions with the total composition C26H66BN2O17, from OMol25.

```
112
C26H66BN2O17, DFT the ωB97M-V functional and the def2-TZVPD basis
C -8.22703 -2.53596 5.63216
C -7.58703 -1.23196 5.18516
C -6.79003 -1.27996 3.86516
C -6.20803 0.09504 3.45216
N -5.65203 0.17004 2.08116
C -5.02703 1.54304 1.80816
C -5.19503 1.88804 0.36716
C -6.15403 0.94004 -0.27284
C -6.84003 0.33404 0.95416
C -4.66603 -0.95796 1.74516
C -3.52303 -1.15696 2.68816
C -2.54203 -2.38196 2.29416
H -8.73203 -3.08696 4.71816
H -9.10303 -2.30696 6.46216
H -7.53703 -3.19196 6.24416
H -6.91103 -1.04896 6.02116
H -8.31803 -0.43996 5.31316
H -7.48803 -1.59796 3.10716
H -6.14103 -2.22596 4.02216
H -5.58403 0.34204 4.45616
H -6.89803 0.83804 3.53416
H -3.90903 1.52104 2.20016
H -5.54203 2.23604 2.46916
H -4.22903 1.67804 -0.03684
H -5.70403 2.70904 0.28016
H -5.60003 0.25604 -0.95184
H -6.83203 1.53904 -0.91684
H -7.30603 -0.45596 0.84816
H -7.47203 1.09404 1.44216
H -4.19103 -0.73496 0.73416
H -5.09103 -1.96296 1.64816
H -3.90503 -1.51396 3.62016
H -3.00203 -0.16196 2.89916
H -1.69303 -2.62696 2.81816
H -2.20003 -2.39996 1.15516
H -3.09703 -3.34996 2.41016
C 1.10897 -1.75696 1.87316
C 0.92697 -2.25896 0.46116
C 2.18197 -2.63796 -0.23684
C 2.08097 -2.93396 -1.68584
N 3.34997 -3.08096 -2.53584
C 4.13997 -4.13996 -1.79284
C 5.31097 -3.50196 -1.07684
C 5.26597 -2.07296 -1.27984
C 4.22797 -1.86496 -2.46784
C 3.09697 -3.60696 -3.92084
C 2.44797 -2.63496 -4.75984
C 2.15397 -3.07096 -6.24084
H 0.22197 -1.23196 2.29416
H 1.85797 -1.06696 1.98216
H 1.34897 -2.64096 2.58516
H 0.25097 -1.54296 0.02016
H 0.28397 -3.04496 0.58416
H 2.75897 -3.22396 0.15616
H 2.84097 -1.63696 -0.10584
H 1.44497 -2.21196 -2.11784
H 1.50297 -3.79596 -1.74784
H 4.46597 -4.90096 -2.69884
H 3.52997 -5.00296 -1.26484
H 6.14797 -3.98696 -1.37584
H 5.04097 -3.68596 -0.08984
H 6.17797 -1.74096 -1.75384
H 5.23597 -1.61896 -0.34984
H 4.68297 -1.60096 -3.53084
H 3.54997 -0.96696 -2.44184
H 2.58397 -4.51196 -3.94684
H 4.03797 -3.80596 -4.37684
H 3.02097 -1.59596 -4.89384
H 1.39297 -2.13496 -4.52484
H 1.68597 -2.28996 -6.89884
H 1.48097 -4.00296 -6.40884
H 3.09097 -3.34096 -6.68784
O 3.73497 4.02104 -2.14084
C 3.19397 3.25904 -1.33184
O 2.00297 3.42304 -0.86384
B 1.63197 2.15204 -0.22184
O 2.69197 1.25604 -0.55884
C 3.66797 2.00204 -1.07084
O 4.73197 1.50704 -1.35584
O 0.37697 1.68404 -0.96584
C -0.51303 1.32404 -0.10184
O -1.59003 0.78004 -0.36684
C -0.02803 1.52404 1.20616
O 1.09297 2.05904 1.14116
O -0.82903 1.55404 2.24616
O -2.89203 0.06804 -2.64684
H -2.18003 0.09404 -3.13984
H -2.77003 0.24504 -1.69384
O 6.99397 1.57204 0.01316
H 7.54597 2.57904 -0.18884
H 6.17297 1.70904 -0.42084
O 6.23597 1.04904 -3.55984
H 5.83197 1.28904 -2.75484
H 6.69297 2.09004 -3.66684
O 3.49897 6.51404 -2.75884
H 3.79497 5.66004 -2.36784
H 2.69897 6.74004 -2.35184
O 2.19997 3.60504 -4.54184
H 1.63397 4.46204 -4.27784
H 2.99497 3.90104 -4.11284
O 1.66997 7.07804 0.29316
H 2.62697 7.23104 0.02816
H 1.74297 6.11404 0.04616
O 0.78997 1.06604 4.49416
H 1.77197 1.20804 4.21216
H 0.06297 1.26204 3.77416
O 5.79997 4.97204 -0.08884
H 5.79897 4.29804 -0.85584
H 5.91497 4.44204 0.63916
O 2.03797 4.49104 2.42016
H 1.13497 4.74204 2.53616
H 1.99597 3.58404 2.31416
```

Results
* gap between HOMO and LUMO: 8.862 eV
* calculated total energy: -2443.2425 Eh
* net charge: +1


Entry 7:
The following is a quantum chemistry calculation of a molecular structure, C27H39F9MnNO5SSi, from OMol25.

```
84
C27H39F9MnNO5SSi, DFT the ωB97M-V functional and the def2-TZVPD basis
Mn 0.49888 -0.12728 -0.92798
C 2.34695 3.52020 0.18769
C 2.88656 2.09862 0.31081
C 3.87511 2.01425 1.46915
C 3.55210 1.63833 -0.98381
O 1.76869 1.19550 0.55291
Si 0.92793 1.09811 1.97621
S -0.35122 -0.47987 1.08777
O 1.67074 0.56383 3.27042
C 2.19370 -0.64982 3.86804
C 1.04341 -1.29041 4.63689
C 2.72693 -1.59584 2.80026
C 3.31388 -0.17911 4.79053
O 0.15896 2.46940 2.17686
C -0.68619 3.05474 3.19226
C -1.47654 4.14844 2.48055
C 0.21919 3.65271 4.26328
C -1.59187 1.96689 3.75622
H 3.14203 4.19676 -0.10973
H 1.94071 3.84622 1.14225
H 1.55338 3.56140 -0.55419
H 4.71286 2.67492 1.26616
H 4.24330 0.99778 1.57588
H 3.40849 2.32588 2.39981
H 4.48581 2.17650 -1.12430
H 2.90474 1.83893 -1.83676
H 3.76272 0.56721 -0.94398
H 0.22362 -1.49900 3.95324
H 0.68812 -0.62475 5.41978
H 1.37287 -2.22053 5.08686
H 1.92938 -1.90916 2.12688
H 3.14693 -2.47353 3.28381
H 3.50642 -1.11748 2.21174
H 2.94147 0.56092 5.49294
H 4.11081 0.27271 4.20676
H 3.72213 -1.01626 5.34541
H -0.79230 4.86185 2.03009
H -2.11196 4.67438 3.18491
H -2.09539 3.72587 1.69441
H 0.84195 4.43140 3.83098
H 0.86072 2.88015 4.67619
H -0.37754 4.08903 5.05758
H -2.15572 1.49712 2.95150
H -2.28663 2.38260 4.47965
H -0.98495 1.20384 4.23898
F -0.58545 3.70021 -2.05759
C 0.05311 3.29428 -3.15866
F -0.48241 3.92511 -4.19327
F 1.31738 3.69661 -3.04389
C -0.04271 1.75057 -3.26582
O 0.35339 1.19719 -2.10696
C -1.52101 1.37597 -3.55743
F -2.28807 1.70506 -2.51582
F -1.64938 0.05027 -3.71297
F -2.02341 1.94786 -4.63898
C 0.85253 1.19935 -4.40816
F 0.88570 -0.13897 -4.29920
F 2.10711 1.62027 -4.29927
F 0.41282 1.51052 -5.61970
N 2.81215 -2.10459 -0.68744
C 1.88578 -1.42883 -0.74658
C -4.56660 -6.16815 -3.93600
C -3.80695 -5.08427 -3.26252
C -4.27577 -4.49576 -2.08410
C -3.60133 -3.46834 -1.46471
C -4.13483 -2.93741 -0.17389
C -2.39264 -2.97075 -2.04934
C -1.76602 -1.87867 -1.40163
O -0.67487 -1.31654 -1.66391
C -1.87217 -3.60965 -3.21418
C -0.58852 -3.20426 -3.84520
C -2.59287 -4.64023 -3.78542
H -5.47373 -6.41936 -3.39433
H -3.95329 -7.06300 -4.03211
H -4.83376 -5.86171 -4.94719
H -5.18575 -4.86840 -1.63883
H -4.95321 -3.56500 0.16649
H -4.51783 -1.92408 -0.28990
H -3.36850 -2.93135 0.59822
H -2.31349 -1.48473 -0.53247
H 0.12958 -2.82671 -3.11599
H -0.76763 -2.41176 -4.57606
H -0.15086 -4.05056 -4.37401
H -2.19768 -5.12367 -4.66609
```

Results
* gap between HOMO and LUMO (spin up / spin down): 6.613 / 7.569 eV
* spin multiplicity: 4
* calculated total energy: -4220.6425 Eh
* net charge: +1